[1]
{
  "formula": "C14H7BrIrO3S9",
  "method": "ωB97M-V/def2-TZVPD",
  "species": ["Ir", "Br", "S", "S", "S", "S", "S", "S", "S", "S", "S", "O", "O", "O", "C", "C", "C", "C", "C", "C", "C", "C", "C", "C", "C", "C", "C", "C", "H", "H", "H", "H", "H", "H", "H"],
  "positions_angstrom": [[0.4926, -0.5072, 0.1471], [3.8261, -8.2726, 2.0780], [-0.1476, 1.6079, -5.1353], [1.2339, 1.4005, 0.9505], [-1.2350, -1.1768, -4.9131], [1.3371, 4.0275, -4.2498], [-1.5468, 0.4224, -0.0977], [0.4838, -1.3333, -2.0261], [0.0209, 4.1780, 1.3076], [-2.5800, 3.2451, 0.2672], [1.2059, 1.5554, -2.6025], [-2.1040, 5.7195, 1.0474], [0.2568, -2.6272, 0.4903], [2.2467, -1.7535, 0.5895], [2.0630, -4.0998, 1.0202], [1.7455, -6.4511, 1.4174], [1.2260, -5.2054, 1.1030], [0.3854, 0.0758, -3.0484], [-1.6519, 4.6136, 0.9193], [-2.6639, -1.0625, -3.8063], [-1.2943, 2.0667, 0.3728], [3.4259, -4.2388, 1.2504], [-0.1092, 2.4963, 0.8443], [0.8211, 2.4818, -4.0121], [1.5036, -2.7644, 0.6841], [3.9571, -5.4790, 1.5659], [3.1066, -6.5696, 1.6455], [-0.2560, 0.1141, -4.2363], [0.1685, -5.0768, 0.9168], [-2.3467, -1.2384, -2.7804], [-3.3642, -1.8390, -4.1125], [-3.1375, -0.0872, -3.8945], [1.1046, -7.3189, 1.4839], [4.0598, -3.3655, 1.1773], [5.0159, -5.5997, 1.7468]],
  "atomic_forces_ev_per_a": [[0.076, -0.168, 0.164], [0.001, -0.001, 0.000], [-0.033, -0.002, 0.012], [-0.010, 0.128, -0.181], [-0.008, -0.003, -0.011], [-0.018, -0.006, 0.007], [0.001, 0.034, 0.039], [0.088, 0.149, 0.072], [-0.002, -0.010, 0.012], [-0.007, -0.008, 0.022], [-0.061, 0.012, 0.013], [-0.025, -0.026, 0.084], [-0.037, -0.121, -0.067], [-0.031, 0.034, 0.012], [0.012, 0.002, -0.009], [0.000, 0.000, -0.001], [0.000, 0.000, 0.002], [-0.013, -0.003, -0.042], [0.042, 0.045, -0.143], [0.002, -0.002, -0.004], [-0.022, 0.000, -0.018], [-0.002, -0.002, 0.001], [0.008, -0.017, 0.013], [0.077, -0.005, -0.020], [-0.062, -0.034, -0.010], [0.000, 0.000, 0.000], [-0.001, 0.002, 0.000], [0.013, -0.009, 0.051], [0.000, 0.001, 0.000], [0.002, 0.008, 0.010], [0.007, 0.001, -0.006], [0.002, 0.002, 0.000], [0.000, 0.000, 0.000], [0.000, 0.000, 0.000], [0.000, 0.000, 0.000]],
  "nbo_charge": [0.56, 0.04, 0.47, 0.04, 0.25, -0.12, 0.01, -0.03, 0.33, 0.33, 0.50, -0.58, -0.67, -0.67, -0.10, -0.26, -0.16, -0.37, 0.20, -0.73, -0.41, -0.16, -0.47, -0.57, 0.73, -0.25, -0.07, -0.47, 0.24, 0.24, 0.22, 0.22, 0.23, 0.24, 0.23],
  "lumo_energy_ha": 0.07350,
  "gap_ev": 6.8537,
  "e_above_lowest_kcal_mol": 0.0,
  "charge": -1
}

***

[2]
{
  "formula": "C5H4O2",
  "method": "ωB97M-V/def2-TZVPD",
  "species": ["O", "O", "C", "C", "C", "C", "C", "H", "H", "H", "H"],
  "positions_angstrom": [[-3.0525, -1.4034, 1.1104], [-0.2439, -1.1670, -0.2907], [1.5471, 0.4341, -0.4612], [0.7767, -0.8121, -0.7987], [-1.9106, 0.7307, 1.0073], [-1.2306, 1.7952, 1.0638], [-2.4195, -0.4766, 0.9989], [2.3007, 0.1606, 0.2769], [2.0940, 0.8613, -1.2679], [1.2112, -1.3921, -1.6655], [0.9273, 1.2693, 0.0267]],
  "atomic_forces_ev_per_a": [[-0.317, -1.677, -0.209], [-0.399, -0.532, 0.407], [-1.069, 1.067, 1.812], [0.800, 0.618, -1.446], [0.658, 0.387, -0.110], [-0.484, -0.533, -0.002], [-0.039, 2.114, 0.470], [0.109, -0.129, 0.187], [0.271, 0.056, -0.969], [-0.180, 0.080, 0.575], [0.650, -1.451, -0.714]],
  "nbo_charge": [-0.36, -0.55, -0.75, 0.47, -0.70, 0.19, 0.87, 0.25, 0.23, 0.10, 0.26],
  "lumo_energy_ha": -0.01241,
  "gap_ev": 9.7578,
  "e_above_lowest_kcal_mol": 95.9
}

***

[3]
{
  "formula": "C6H11N",
  "method": "ωB97M-V/def2-TZVPD",
  "species": ["N", "C", "C", "C", "C", "C", "C", "H", "H", "H", "H", "H", "H", "H", "H", "H", "H", "H"],
  "positions_angstrom": [[-1.0747, 1.7349, -1.2655], [-0.5030, 0.0025, 0.3238], [0.3750, -1.0442, 0.3212], [-1.4069, 0.3658, -0.8259], [1.2434, -1.2491, 1.4818], [1.2183, -2.2911, 2.3158], [0.1914, 1.9604, -1.8223], [0.5743, -1.6733, -0.6166], [-1.8121, 2.1864, -1.7785], [0.2540, 1.4581, -2.8657], [-2.4989, 0.3800, -0.7478], [-0.7119, 0.6357, 1.2227], [2.1064, -0.6269, 1.7080], [-1.1955, -0.3734, -1.6499], [0.5272, -3.0419, 2.6472], [2.1277, -2.2189, 2.9530], [0.9942, 1.6372, -1.1087], [0.4488, 3.0269, -1.6716]],
  "atomic_forces_ev_per_a": [[-0.450, -2.688, -1.431], [-0.226, -0.945, 0.739], [-0.887, 1.863, -1.073], [0.130, 0.189, -0.518], [0.106, -1.676, 0.343], [1.929, 1.202, 1.448], [2.776, 0.944, 1.124], [-0.570, 0.905, 1.427], [-0.709, 0.759, 0.295], [0.056, 1.159, 1.478], [0.211, -0.348, 0.810], [0.635, -0.815, -0.638], [-0.228, 0.421, -0.875], [0.046, 0.887, 0.159], [-0.496, -0.289, -0.884], [-0.958, -0.537, 0.028], [-0.779, -1.010, -0.889], [-0.585, -0.021, -1.542]],
  "nbo_charge": [-0.09, -0.26, -0.12, -0.31, -0.29, -0.32, -0.52, 0.23, 0.41, 0.30, 0.25, 0.24, 0.24, 0.28, 0.22, 0.20, 0.27, 0.27],
  "spin_multiplicity": 2,
  "lumo_energy_ha": [-0.12267, -0.29826],
  "gap_ev": [9.8219, 5.0087],
  "e_above_lowest_kcal_mol": 69.5,
  "charge": 1,
  "s_squared": 0.75
}

***

[4]
{
  "formula": "C8H2N5O5",
  "method": "ωB97M-V/def2-TZVPD",
  "species": ["O", "O", "O", "O", "O", "N", "N", "N", "N", "N", "C", "C", "C", "C", "C", "C", "C", "C", "H", "H"],
  "positions_angstrom": [[-1.4752, 0.4539, 3.4128], [2.6546, 2.0951, -1.9735], [-1.4122, -1.9678, -1.8495], [-1.8329, 2.4065, 2.4831], [1.4891, 3.2256, -0.3318], [0.5347, 2.9780, 0.6262], [1.7893, 2.0379, -1.1155], [-2.5102, -3.1210, -3.6906], [0.7747, -3.7314, 0.0768], [-1.3070, 1.2791, 2.4765], [-0.4904, 0.8104, 1.3744], [-1.9435, -2.5452, -2.7714], [-0.3315, -0.5815, 1.2814], [0.3600, -1.1629, 0.1987], [0.2148, 1.6682, 0.4442], [0.9379, 1.0600, -0.6106], [1.0348, -0.3410, -0.7315], [0.5643, -2.5816, 0.1157], [1.7023, -0.7710, -1.4837], [-0.7536, -1.2112, 2.0683]],
  "atomic_forces_ev_per_a": [[0.295, 1.625, -1.652], [-0.953, -0.121, 0.890], [0.747, 0.746, 0.938], [1.386, -1.914, -0.640], [-0.030, -0.920, -0.797], [-0.010, -2.205, -1.113], [-1.032, -0.140, 0.982], [1.894, 1.830, 2.880], [-0.344, 2.486, 0.212], [-1.320, 0.221, 2.329], [0.299, -1.595, -0.621], [-2.508, -2.377, -3.719], [-0.717, 1.667, 0.197], [1.646, 1.291, -1.496], [0.036, 1.720, 1.385], [1.200, 0.990, 0.280], [-0.349, -1.236, 0.307], [0.210, -2.437, -0.113], [-0.479, 0.068, 0.197], [0.030, 0.302, -0.445]],
  "nbo_charge": [-0.40, -0.36, -0.79, -0.35, -0.16, -0.09, 0.41, -0.78, -0.28, 0.50, -0.02, 0.61, -0.07, -0.14, 0.17, -0.02, -0.06, 0.29, 0.26, 0.27],
  "lumo_energy_ha": 0.00056,
  "gap_ev": 4.1551,
  "charge": -1
}

***

Number 1: DFT total energy -191177.9563 eV. Number 2: DFT total energy -9340.0238 eV. Number 3: DFT total energy -7879.2687 eV. Number 4: DFT total energy -26009.4042 eV.